75
Properties=species:S:1:pos:R:3 method="wB97M-V/def2-TZVPD" homo_lumo_gap_ev=3.81
C 2.252 -2.543 2.823
C 2.097 -1.099 2.565
N 2.944 -0.189 3.103
C 4.076 -0.543 3.942
C 2.500 1.111 2.857
C 1.262 1.009 2.181
C 0.478 2.149 2.048
C 0.978 3.370 2.497
C 2.232 3.460 3.129
C 3.009 2.314 3.326
C 1.012 -0.405 1.948
C -0.202 -0.891 1.431
C -1.429 -0.591 2.098
C -1.465 0.040 3.380
C -2.666 0.391 3.978
C -3.883 0.089 3.348
C -5.174 0.492 3.988
C -3.872 -0.614 2.136
C -2.678 -0.971 1.535
H 1.271 -3.006 2.668
H 2.969 -3.018 2.138
H 2.569 -2.740 3.859
H 4.527 0.381 4.307
H 3.759 -1.137 4.817
H 4.820 -1.126 3.380
H -0.501 2.067 1.583
H 0.387 4.274 2.349
H 2.576 4.439 3.463
H 3.982 2.333 3.814
H -0.204 -1.613 0.619
H -0.532 0.248 3.904
H -2.650 0.885 4.950
H -6.014 0.068 3.431
H -5.227 0.151 5.028
H -5.284 1.584 4.000
H -4.811 -0.900 1.658
H -2.648 -1.550 0.604
C 0.637 -1.058 -7.854
C 0.100 -0.732 -6.519
C -0.967 0.088 -6.228
C -1.214 0.220 -4.816
C -0.293 -0.459 -4.053
B -0.252 -0.605 -2.435
C 0.432 0.772 -1.837
C 1.807 0.912 -1.893
C 2.414 2.131 -1.566
C 1.599 3.191 -1.183
C 2.181 4.536 -0.862
F 2.134 5.398 -1.920
F 1.488 5.144 0.154
F 3.480 4.473 -0.456
C 0.225 3.049 -1.105
C -0.363 1.816 -1.402
O -1.696 -0.884 -2.132
C -1.726 -2.226 -2.025
C -0.404 -2.778 -2.000
C -0.172 -4.073 -1.551
C -1.256 -4.790 -1.059
C -2.547 -4.248 -1.058
C -2.805 -2.973 -1.552
O 0.533 -1.811 -2.085
S 0.800 -1.357 -5.060
H -0.048 -0.644 -8.597
H 1.629 -0.610 -7.989
H 0.718 -2.141 -7.998
H -1.550 0.571 -7.006
H -2.040 0.808 -4.436
H 2.436 0.086 -2.227
H 3.491 2.251 -1.623
H -0.394 3.886 -0.797
H -1.441 1.709 -1.310
H 0.852 -4.445 -1.566
H -1.088 -5.790 -0.657
H -3.374 -4.833 -0.653
H -3.785 -2.507 -1.529